[1]
{
  "formula": "C23H23N2O5",
  "method": "wB97M-V/def2-TZVPD",
  "elements": ["C", "O", "C", "C", "C", "C", "C", "C", "C", "O", "N", "C", "C", "O", "N", "C", "C", "O", "C", "C", "C", "O", "C", "C", "C", "C", "C", "C", "C", "C", "H", "H", "H", "H", "H", "H", "H", "H", "H", "H", "H", "H", "H", "H", "H", "H", "H", "H", "H", "H", "H", "H", "H"],
  "coordinates": [[2.2317, 3.1711, 4.4686], [2.2288, 3.6950, 3.1055], [1.7804, 2.8390, 2.1379], [1.6444, 3.3557, 0.8137], [1.0677, 2.5858, -0.1931], [0.6253, 1.2860, 0.0984], [-0.0250, 0.3872, -0.8780], [-1.4362, 0.3274, -0.9982], [-2.3626, 0.4473, 0.1458], [-2.0828, 0.8543, 1.2682], [-3.6668, -0.0807, -0.0866], [-4.5888, -0.1644, 1.0303], [-4.1174, -0.7343, -1.2347], [-5.1399, -1.3313, -1.2541], [-3.2652, -0.5947, -2.3582], [-3.7816, -1.0917, -3.6302], [-2.0347, 0.0920, -2.3528], [-1.4755, 0.3549, -3.4164], [0.5894, -1.2251, -0.3094], [0.0439, -2.0804, -1.5079], [-1.0392, -3.1279, -1.1371], [0.3914, -1.9954, -2.6847], [2.1004, -1.2899, -0.2700], [2.8453, -0.9427, -1.4067], [4.1874, -0.5873, -1.2425], [4.8249, -0.7672, -0.0235], [4.1240, -1.3155, 1.0606], [2.7751, -1.6242, 0.9388], [0.6730, 0.8395, 1.4058], [1.3531, 1.5189, 2.4016], [2.6101, 4.0054, 5.0682], [1.2154, 2.8919, 4.8116], [2.9065, 2.2963, 4.5619], [2.0153, 4.3865, 0.6512], [0.9839, 3.0231, -1.1970], [0.5307, 0.2902, -1.7855], [-4.1679, 0.3464, 1.9013], [-5.5285, 0.3069, 0.7285], [-4.7944, -1.2122, 1.2763], [-4.6986, -1.6687, -3.4504], [-4.0071, -0.2426, -4.2852], [-3.0445, -1.7384, -4.1161], [0.1721, -1.5067, 0.6732], [-1.6075, -2.7851, -0.2651], [-1.7146, -3.1865, -2.0199], [-0.7232, -4.1794, -0.9375], [2.3127, -0.7661, -2.3380], [4.6952, -0.1107, -2.0727], [5.8627, -0.4757, 0.0841], [4.6238, -1.4329, 2.0154], [2.1939, -1.9508, 1.8295], [0.2310, -0.1166, 1.6015], [1.4624, 1.0245, 3.3731]],
  "forces_ev_per_angstrom": [[0.1, 0.4, -0.9], [0.3, -0.6, 1.2], [-0.8, -0.6, -1.0], [0.4, 0.2, 1.3], [0.4, -0.2, 0.2], [-0.5, 1.3, 0.4], [2.5, -2.4, 1.5], [-4.2, 0.2, -0.8], [1.7, -0.9, -2.0], [-0.2, 0.1, 0.3], [-0.3, -0.2, -0.2], [-0.2, 0.1, 0.2], [3.9, 2.1, -0.2], [-2.5, -1.4, -0.2], [-1.2, -0.2, 0.4], [-0.1, 0.1, -0.1], [1.4, 0.1, 1.7], [-0.5, -0.3, 0.2], [-0.2, -0.3, -2.5], [0.1, -1.2, 0.1], [-0.6, 0.2, -0.6], [-0.2, 0.2, 2.0], [-0.3, -0.5, 0.4], [0.0, 0.9, 0.8], [-0.4, -0.3, -0.2], [-0.2, -0.1, 0.2], [0.1, 0.0, -0.4], [-0.6, 0.9, -0.3], [1.1, 0.4, 0.0], [-0.2, 0.8, 0.2], [-0.1, -0.3, -0.1], [0.4, 0.1, -0.3], [-0.3, 0.5, -0.1], [-0.4, -0.7, 0.0], [0.0, -0.4, 0.4], [-0.2, 0.8, -1.0], [0.0, -0.1, -0.4], [0.0, -0.1, 0.2], [0.0, 0.2, 0.0], [0.4, 0.3, 0.1], [0.1, -0.2, 0.0], [0.0, 0.2, 0.1], [-0.1, -0.2, -1.0], [0.0, -0.1, -0.2], [0.3, 0.0, 0.6], [0.4, 0.9, -0.1], [0.3, 0.0, 0.2], [0.2, -0.2, 0.0], [0.0, 0.0, 0.1], [0.0, -0.1, 0.0], [0.4, 0.2, -0.8], [0.1, 0.2, 0.5], [-0.1, 0.5, -0.3]],
  "fmax_ev_per_a": 4.4,
  "smiles": "COc1ccc([C@H](c2c([O-])n(C)c(=O)n(C)c2=O)[C@@H](C(C)=O)c2ccccc2)cc1",
  "e_above_lowest_kcal_mol": 5.2,
  "charge": -1
}

=====

[2]
{
  "formula": "C23H23N3O2S",
  "method": "wB97M-V/def2-TZVPD",
  "elements": ["C", "C", "C", "H", "H", "S", "C", "C", "C", "N", "C", "C", "C", "C", "C", "N", "C", "H", "H", "H", "H", "C", "C", "N", "H", "C", "C", "C", "C", "C", "C", "H", "H", "H", "H", "H", "C", "O", "O", "C", "C", "H", "H", "H", "H", "H", "H", "H", "H", "H", "H", "H"],
  "coordinates": [[-4.3288, -2.3410, 1.6707], [-4.2187, -0.8336, 1.4478], [-4.5873, -0.2717, 0.0259], [-4.7805, 0.6877, -0.0325], [-5.6559, -0.9975, -0.4253], [-3.6140, -0.9997, -1.1688], [-2.0776, -0.4083, -0.5389], [-1.7378, 0.9267, -0.2428], [-2.7264, 1.9093, 0.0686], [-3.3767, 2.6805, 0.4056], [-0.3462, 1.5181, 0.2263], [0.0495, 2.4841, -0.8700], [0.3054, 1.9249, -2.2357], [0.7128, 3.1987, -2.9464], [0.9498, 4.3468, -2.5789], [0.7680, 4.6102, -1.0395], [0.4789, 3.5201, -0.2984], [0.3186, 3.9042, 0.7733], [1.3913, 5.2885, -3.1428], [0.7709, 2.9724, -3.9236], [0.0208, 1.1108, -2.5889], [0.5385, 0.2335, 0.2836], [0.3013, -0.8821, -0.4635], [-1.0378, -1.1148, -0.8155], [-1.2200, -1.8669, -1.6773], [1.2876, -2.1111, -0.8014], [2.3560, -2.1445, -1.5687], [3.1933, -2.8784, -1.8877], [2.7559, -4.3369, -1.2667], [1.7303, -4.5195, -0.5424], [0.8878, -3.2923, -0.3779], [-0.0365, -3.5663, 0.1562], [1.4748, -5.4207, -0.2169], [3.4529, -5.2693, -1.6226], [4.0105, -2.9653, -2.4508], [2.6335, -0.7726, -1.8977], [1.9967, 0.2923, 0.5911], [2.7842, -0.5752, 1.1817], [2.1445, 1.5942, 1.2013], [3.2793, 1.9589, 1.9368], [3.4103, 1.4063, 3.4827], [2.3709, 2.0880, 4.0379], [4.1646, 1.7208, 3.8336], [3.1285, 0.2724, 3.4706], [3.4507, 2.9620, 1.6206], [4.3498, 1.1954, 1.3439], [-0.1766, 1.6381, 1.2598], [-4.9616, -0.5340, 2.1838], [-3.3599, -0.3393, 1.6109], [-3.8094, -2.7257, 0.9364], [-4.0697, -2.5842, 2.5458], [-5.3466, -2.6941, 1.3264]],
  "forces_ev_per_angstrom": [[-4.6, 3.8, -5.7], [-4.9, -0.5, -0.7], [-4.2, -8.4, 1.1], [-0.9, 4.6, -0.4], [2.4, 2.6, 1.7], [2.0, 0.1, -1.0], [-0.5, 5.9, -0.7], [-1.2, -0.3, 2.2], [8.6, -10.5, -4.3], [-9.0, 10.6, 4.4], [-0.7, -5.6, -2.3], [-0.7, -11.8, -2.8], [1.9, 15.0, 7.2], [-2.2, -11.4, -2.1], [1.7, 10.2, 8.3], [1.8, -0.5, -3.7], [1.7, 12.0, 1.3], [0.3, -1.6, -1.4], [-1.4, -2.4, 1.2], [0.6, -0.4, -3.8], [-2.3, -7.1, -3.2], [2.6, -1.7, -4.0], [-0.5, -1.2, -0.2], [3.5, -7.3, -4.4], [1.0, 2.2, 3.4], [-6.2, 1.7, 2.9], [-4.9, 18.5, 0.0], [6.0, -15.7, -0.1], [7.7, 0.0, -5.4], [-3.2, 5.4, 0.3], [-1.1, -4.7, 2.2], [0.3, 1.0, -0.1], [-1.4, -3.5, 1.6], [-1.6, 2.4, 1.1], [2.9, 0.6, -2.1], [-0.7, -3.6, 0.5], [2.4, -0.5, 9.0], [-3.3, 2.7, -4.7], [-0.5, -0.7, -1.5], [4.2, -5.1, -0.9], [-15.7, -2.1, -6.4], [3.2, -2.3, -1.2], [10.5, 3.8, 5.0], [0.9, 2.4, 0.2], [0.3, 0.9, 0.8], [-3.0, 2.5, 1.6], [-1.1, 2.3, 1.2], [0.0, 1.3, -0.1], [3.5, 1.0, 1.4], [3.5, -2.8, -3.2], [1.8, -2.2, 6.7], [0.6, 0.6, 1.1]],
  "fmax_ev_per_a": 19.1,
  "e_above_lowest_kcal_mol": 510.5,
  "charge": 0
}